(1)
C3H5NO2 | ωB97M-V/def2-TZVPD

## Properties
Strongest force on any atom = 1.49 eV/A
Total energy = -8776.6451 eV
Energy above the lowest of the compared OMol25 structures with the same formula, charge and spin = 101.3 kJ/mol
HOMO energy = -10.056 eV

```
! wB97M-V def2-TZVPD RIJCOSX def2/J DEFGRID3
* xyz 0 1
O 1.945 -0.667 -0.845
C 1.692 -0.049 0.164
C 0.305 0.123 0.675
N -0.541 -0.408 -0.351
C -1.717 0.164 -0.619
O -2.115 1.017 0.153
H 2.451 0.381 0.835
H 0.188 -0.447 1.605
H 0.167 1.181 0.954
H -0.185 -1.062 -1.027
H -2.190 -0.234 -1.544
*
```

Here are the Löwdin charges for atoms 1 to 6, given in e: O 0.06; C -0.23; C -0.15; N 0.01; C -0.36; O 0.00



(2)
C3H5NO2 | ωB97M-V/def2-TZVPD

## Properties
Strongest force on any atom = 0.56 eV/A
Total energy = -8777.0240 eV
Energy above the lowest of the compared OMol25 structures with the same formula, charge and spin = 64.7 kJ/mol
HOMO energy = -10.595 eV

```
! wB97M-V def2-TZVPD RIJCOSX def2/J DEFGRID3
* xyz 0 1
C -1.945 0.119 -0.213
C -0.561 -0.460 -0.172
O -0.228 -1.537 -0.594
O 0.305 0.432 0.398
C 1.634 0.090 0.452
N 2.412 0.861 1.067
H -2.169 0.645 0.717
H -1.998 0.848 -1.030
H -2.669 -0.676 -0.396
H 1.860 -0.840 -0.072
H 3.361 0.496 1.018
*
```

Here are the Löwdin charges for atoms 1 to 6, given in e: C 0.02; C -0.51; O 0.11; O 0.04; C -0.26; N 0.13



(3)
C3H5NO2 | ωB97M-V/def2-TZVPD

## Properties
Strongest force on any atom = 1.20 eV/A
Total energy = -8776.4607 eV
Energy above the lowest of the compared OMol25 structures with the same formula, charge and spin = 119.1 kJ/mol
HOMO energy = -10.566 eV

```
! wB97M-V def2-TZVPD RIJCOSX def2/J DEFGRID3
* xyz 0 1
O 2.808 -0.425 -0.012
C 1.819 0.114 -0.383
N 0.503 -0.603 0.803
C -0.742 -0.428 0.621
C -1.193 0.664 -0.269
O 1.226 0.816 -1.140
H 0.824 -1.488 1.186
H -0.906 0.087 -1.158
H -1.480 -1.185 0.881
H -0.601 1.578 -0.196
H -2.259 0.869 -0.332
*
```

Here are the Löwdin charges for atoms 1 to 6, given in e: O 0.11; C -0.56; N 0.11; C -0.18; C -0.07; O 0.08



(4)
C3H5NO2 | ωB97M-V/def2-TZVPD

## Properties
Strongest force on any atom = 0.93 eV/A
Total energy = -8774.7281 eV
Energy above the lowest of the compared OMol25 structures with the same formula, charge and spin = 286.2 kJ/mol
HOMO energy = -10.292 eV

```
! wB97M-V def2-TZVPD RIJCOSX def2/J DEFGRID3
* xyz 0 1
N -1.336 -1.641 -0.211
C -0.143 -1.340 -0.455
O 0.670 0.982 -0.721
C -0.103 1.467 0.376
C 0.879 0.414 0.583
O 0.645 -0.941 0.601
H -1.801 -1.960 -1.056
H 0.386 -1.355 -1.415
H -1.172 1.290 0.427
H 0.245 2.462 0.634
H 1.731 0.621 1.238
*
```

Here are the Löwdin charges for atoms 1 to 6, given in e: N 0.15; C -0.29; O -0.03; C -0.09; C -0.33; O -0.01



(5)
C3H5NO2 | ωB97M-V/def2-TZVPD

## Properties
Strongest force on any atom = 0.93 eV/A
Total energy = -8775.3963 eV
Energy above the lowest of the compared OMol25 structures with the same formula, charge and spin = 221.8 kJ/mol
HOMO energy = -9.586 eV

```
! wB97M-V def2-TZVPD RIJCOSX def2/J DEFGRID3
* xyz 0 1
O 1.954 0.026 -0.866
C 1.567 0.259 0.246
C 0.133 0.506 0.858
N -0.596 -1.079 -0.865
C -1.443 -0.160 -0.711
O -1.151 0.763 0.227
H 2.345 0.341 1.067
H 0.016 -0.334 1.557
H 0.248 1.441 1.391
H -0.818 -1.663 -1.648
H -2.376 -0.027 -1.286
*
```

Here are the Löwdin charges for atoms 1 to 6, given in e: O 0.05; C -0.23; C -0.14; N 0.12; C -0.29; O -0.06



(6)
C3H5NO2 | ωB97M-V/def2-TZVPD

## Properties
Strongest force on any atom = 0.48 eV/A
Total energy = -8770.6919 eV
Energy above the lowest of the compared OMol25 structures with the same formula, charge and spin = 675.7 kJ/mol
HOMO energy (alpha / beta) = -9.542 / -9.542 eV

```
! wB97M-V def2-TZVPD RIJCOSX def2/J DEFGRID3
* xyz 0 1
O 2.289 -0.750 0.105
N 1.414 -0.257 0.878
C 0.479 0.241 0.009
C -0.711 1.059 0.463
O -1.636 0.047 0.023
C -0.594 -0.774 -0.497
H 1.567 -0.156 -0.829
H -0.857 1.999 -0.081
H -0.747 1.236 1.546
H -0.536 -1.763 -0.028
H -0.668 -0.881 -1.589
*
```

Here are the Löwdin charges for atoms 1 to 6, given in e: O -0.05; N 0.03; C -0.30; C -0.13; O -0.11; C -0.13



(7)
C3H5NO2S | ωB97M-V/def2-TZVPD

## Properties
Strongest force on any atom = 3.60 eV/A
Total energy = -19611.8855 eV
Energy above the lowest of the compared OMol25 structures with the same formula, charge and spin = 60.5 kJ/mol
HOMO energy = 0.342 eV

```
! wB97M-V def2-TZVPD RIJCOSX def2/J DEFGRID3
* xyz -2 1
C 0.597 -0.105 -0.215
C 0.549 -1.288 0.733
S 2.117 -2.402 0.402
N -0.732 0.429 -0.535
C -1.244 1.714 -0.192
O -0.503 2.505 0.417
O -2.446 1.876 -0.580
H 1.138 0.701 0.219
H 1.143 -0.263 -1.127
H -0.249 -1.937 0.393
H 0.791 -1.153 1.776
H -1.161 -0.078 -1.289
*
```

Here are the Löwdin charges for atoms 1 to 6, given in e: C -0.36; C -0.63; S -0.15; N 0.00; C -0.82; O -0.10



(8)
C3H5NO2S | ωB97M-V/def2-TZVPD

## Properties
Strongest force on any atom = 5.42 eV/A
Total energy = -19608.8417 eV
Energy above the lowest of the compared OMol25 structures with the same formula, charge and spin = 354.1 kJ/mol
HOMO energy = -10.484 eV

```
! wB97M-V def2-TZVPD RIJCOSX def2/J DEFGRID3
* xyz 0 1
C -1.187 -0.906 -0.028
C -0.817 0.478 0.228
C -0.150 -0.229 -0.939
N 0.470 0.701 1.223
O 2.281 0.934 -0.635
O 1.973 -1.367 0.339
S 1.410 -0.089 -0.055
H -0.527 -1.433 0.684
H -2.157 -1.103 -0.367
H -1.544 1.331 0.444
H -0.413 0.042 -1.980
H 0.662 1.641 1.086
*
```

Here are the Löwdin charges for atoms 1 to 6, given in e: C -0.08; C -0.29; C -0.23; N -0.05; O -0.32; O -0.29



(9)
C3H5NO2S | ωB97M-V/def2-TZVPD

## Properties
Strongest force on any atom = 4.00 eV/A
Total energy = -19607.8822 eV
Energy above the lowest of the compared OMol25 structures with the same formula, charge and spin = 446.6 kJ/mol
HOMO energy = -8.765 eV

```
! wB97M-V def2-TZVPD RIJCOSX def2/J DEFGRID3
* xyz 0 1
C 1.032 0.316 -1.313
C -0.127 -0.709 -1.104
C -0.877 -0.341 1.404
N 1.429 0.382 -0.038
O 1.512 0.883 -2.262
O 2.721 0.870 0.227
S 0.391 -0.937 0.587
H -1.176 -0.390 -1.096
H 0.113 -1.608 -1.626
H -1.042 -0.798 2.389
H -1.513 0.276 0.904
H 3.035 1.430 -0.554
*
```

Here are the Löwdin charges for atoms 1 to 6, given in e: C -0.57; C -0.21; C -0.35; N -0.27; O 0.08; O -0.02



(10)
C3H5NO2S | ωB97M-V/def2-TZVPD

## Properties
Strongest force on any atom = 5.26 eV/A
Total energy = -19608.8219 eV
Energy above the lowest of the compared OMol25 structures with the same formula, charge and spin = 356.0 kJ/mol
HOMO energy = -9.770 eV

```
! wB97M-V def2-TZVPD RIJCOSX def2/J DEFGRID3
* xyz 0 1
C -2.405 -2.084 -0.800
C -0.744 0.707 0.662
C 1.913 -0.049 0.136
H -3.184 -2.903 -0.546
H -1.888 -2.319 -1.676
H -0.591 0.431 1.682
H -1.327 1.721 0.522
H 1.362 -1.036 0.213
N -2.228 -1.143 0.126
O -1.221 -0.334 -0.287
O 3.080 0.114 0.007
S 0.861 1.402 0.074
*
```

Here are the Löwdin charges for atoms 1 to 6, given in e: C 0.00; C -0.43; C -0.59; H 0.09; H 0.04; H 0.06



(11)
C3H5NO2S | ωB97M-V/def2-TZVPD

## Properties
Strongest force on any atom = 4.34 eV/A
Total energy = -19607.9793 eV
Energy above the lowest of the compared OMol25 structures with the same formula, charge and spin = 437.3 kJ/mol
HOMO energy = -9.439 eV

```
! wB97M-V def2-TZVPD RIJCOSX def2/J DEFGRID3
* xyz 0 1
C 0.005 -1.273 0.373
C 1.861 0.013 0.114
C -1.167 1.193 0.268
H -0.078 -0.731 1.404
H -0.361 -2.429 0.456
H 2.847 0.270 -0.316
H 2.017 0.022 1.321
H -2.033 1.801 0.375
N -0.025 1.734 0.079
O 1.235 -1.241 -0.248
O 1.082 1.021 -0.358
S -1.560 -0.557 -0.217
*
```

Here are the Löwdin charges for atoms 1 to 6, given in e: C -0.58; C -0.24; C -0.39; H 0.10; H 0.13; H 0.14



(12)
C3H5NO2S | ωB97M-V/def2-TZVPD

## Properties
Strongest force on any atom = 6.50 eV/A
Total energy = -19607.6118 eV
Energy above the lowest of the compared OMol25 structures with the same formula, charge and spin = 472.7 kJ/mol
HOMO energy = -10.932 eV

```
! wB97M-V def2-TZVPD RIJCOSX def2/J DEFGRID3
* xyz 0 1
C -1.615 -0.521 -0.025
C -0.837 0.541 0.595
C -0.336 -0.115 -0.683
N 1.174 -1.194 -0.364
O 3.489 -0.468 0.333
O 1.856 1.296 -0.237
S 2.164 -0.092 -0.015
H -1.588 -1.475 0.403
H -2.497 -0.263 -0.414
H -1.308 1.477 0.327
H -0.426 0.482 1.614
H -0.076 0.333 -1.532
*
```

Here are the Löwdin charges for atoms 1 to 6, given in e: C -0.12; C -0.14; C -0.12; N -0.14; O -0.29; O -0.30



(13)
C3H5NO2S | ωB97M-V/def2-TZVPD

## Properties
Strongest force on any atom = 4.70 eV/A
Total energy = -19609.6981 eV
Energy above the lowest of the compared OMol25 structures with the same formula, charge and spin = 271.4 kJ/mol
HOMO energy = -8.303 eV

```
! wB97M-V def2-TZVPD RIJCOSX def2/J DEFGRID3
* xyz 0 1
C -1.471 0.725 0.009
C 0.655 -1.154 0.073
C 0.806 0.270 -0.467
N -0.372 1.136 -0.274
O -2.667 1.145 0.124
O 2.024 0.869 0.015
S -0.996 -1.642 -0.091
H 1.355 -1.790 -0.541
H 0.870 -1.558 1.105
H 1.132 0.258 -1.567
H -3.246 0.593 0.628
H 1.910 1.147 0.986
*
```

Here are the Löwdin charges for atoms 1 to 6, given in e: C -0.38; C -0.63; C -0.45; N 0.13; O 0.15; O -0.07



(14)
C3H5NO2S | ωB97M-V/def2-TZVPD

## Properties
Strongest force on any atom = 3.73 eV/A
Total energy = -19610.6057 eV
Energy above the lowest of the compared OMol25 structures with the same formula, charge and spin = 183.8 kJ/mol
HOMO energy = -9.218 eV

```
! wB97M-V def2-TZVPD RIJCOSX def2/J DEFGRID3
* xyz 0 1
C 0.829 1.556 0.109
C -1.005 0.104 -0.304
C 0.992 -0.084 0.855
N -0.357 1.390 -0.476
O 1.632 2.446 0.204
O -0.344 -0.536 0.787
S 2.116 -0.786 -0.297
H -2.019 0.471 -0.098
H -0.818 -0.339 -1.357
H 1.257 -0.365 1.919
H -0.770 2.042 -1.063
H 1.827 0.072 -1.177
*
```

Here are the Löwdin charges for atoms 1 to 6, given in e: C -0.46; C -0.18; C -0.55; N 0.06; O 0.07; O -0.15



(15)
C3H5NO2S2 | ωB97M-V/def2-TZVPD

## Properties
Strongest force on any atom = 3.75 eV/A
Total energy = -30444.2198 eV
Energy above the lowest of the compared OMol25 structures with the same formula, charge and spin = 375.3 kJ/mol
HOMO energy (alpha / beta) = -9.776 / -9.438 eV

```
! wB97M-V def2-TZVPD RIJCOSX def2/J DEFGRID3
* xyz 0 1
C -1.049 -1.104 -1.616
C 0.453 0.113 -0.223
C 0.059 -0.419 1.180
N -0.619 0.055 -1.134
O -1.990 -1.137 -2.365
O -0.680 -3.774 -1.238
S 1.482 -0.272 2.289
S -0.017 -2.470 -0.970
H 0.631 1.194 0.007
H 1.295 -0.587 -0.540
H -0.733 0.054 1.620
H 0.017 -1.495 1.023
H -1.284 0.839 -1.485
*
```

Here are the Löwdin charges for atoms 1 to 6, given in e: C -0.71; C -0.35; C -0.65; N -0.02; O 0.05; O -0.47



(16)
C3H5NO3 | ωB97M-V/def2-TZVPD

## Properties
Strongest force on any atom = 5.38 eV/A
Total energy = -10816.7962 eV
Energy above the lowest of the compared OMol25 structures with the same formula, charge and spin = 857.9 kJ/mol
HOMO energy (alpha / beta) = -9.978 / -8.871 eV

```
! wB97M-V def2-TZVPD RIJCOSX def2/J DEFGRID3
* xyz 0 1
C -0.695 0.905 -0.140
C 0.286 -0.337 -0.366
C 1.525 -0.170 0.481
N -1.914 0.745 0.013
O -3.041 1.107 0.102
O -0.421 -1.427 0.224
O -1.684 -1.478 -0.250
H -0.193 1.931 -0.371
H 0.525 -0.612 -1.504
H 2.193 -1.020 0.128
H 1.356 -0.366 1.453
H 2.062 0.724 0.230
*
```

Here are the Löwdin charges for atoms 1 to 6, given in e: C -0.05; C -0.33; C -0.04; N -0.11; O 0.10; O -0.14



(17)
C3H5NO3 | ωB97M-V/def2-TZVPD

## Properties
Strongest force on any atom = 4.32 eV/A
Total energy = -10818.7176 eV
Energy above the lowest of the compared OMol25 structures with the same formula, charge and spin = 672.5 kJ/mol
HOMO energy (alpha / beta) = -8.205 / -9.457 eV

```
! wB97M-V def2-TZVPD RIJCOSX def2/J DEFGRID3
* xyz 0 1
C 2.055 -0.983 2.886
C 1.352 1.947 0.924
C -0.734 0.076 -1.262
N 1.104 -1.547 2.476
O 2.819 -0.294 3.400
O 0.996 1.402 0.003
O -0.390 0.284 0.071
H 0.998 2.222 1.915
H -0.531 0.961 -1.921
H -1.804 0.049 -1.275
H -0.197 -0.826 -1.553
H 0.713 -1.977 1.753
*
```

Here are the Löwdin charges for atoms 1 to 6, given in e: C -0.44; C 0.04; C -0.19; N 0.25; O 0.15; O 0.04



(18)
C3H5NO3 | ωB97M-V/def2-TZVPD

## Properties
Strongest force on any atom = 0.26 eV/A
Total energy = -10822.4838 eV
Energy above the lowest of the compared OMol25 structures with the same formula, charge and spin = 309.1 kJ/mol
HOMO energy = -9.345 eV

```
! wB97M-V def2-TZVPD RIJCOSX def2/J DEFGRID3
* xyz 0 1
N -0.459 0.453 -1.112
C 0.444 1.145 -0.399
O 1.012 2.207 -0.604
C 0.803 0.354 0.881
O -0.373 -0.376 1.282
C -0.940 -1.109 0.385
O -0.334 -1.865 -0.478
H -0.014 -1.126 -1.127
H -0.838 1.001 -1.877
H 1.626 -0.343 0.698
H 1.043 1.014 1.711
H -1.970 -1.355 0.641
*
```

Here are the Löwdin charges for atoms 1 to 6, given in e: N 0.06; C -0.58; O 0.03; C -0.03; O 0.03; C -0.22



(19)
C3H5NO3 | ωB97M-V/def2-TZVPD

## Properties
Strongest force on any atom = 0.54 eV/A
Total energy = -10825.0068 eV
Energy above the lowest of the compared OMol25 structures with the same formula, charge and spin = 65.7 kJ/mol
HOMO energy = -10.080 eV

```
! wB97M-V def2-TZVPD RIJCOSX def2/J DEFGRID3
* xyz 0 1
N 1.479 -0.137 -0.738
C 1.027 -0.386 0.517
O 1.734 -0.371 1.507
C -0.464 -0.737 0.632
O -1.305 0.433 0.597
C -1.497 1.043 -0.568
O -1.041 0.714 -1.637
H 0.826 -0.009 -1.500
H 2.417 0.224 -0.825
H -0.782 -1.453 -0.133
H -0.615 -1.150 1.628
H -2.147 1.915 -0.418
*
```

Here are the Löwdin charges for atoms 1 to 6, given in e: N 0.18; C -0.51; O 0.06; C -0.06; O 0.00; C -0.33



(20)
C3H5NO3 | ωB97M-V/def2-TZVPD

## Properties
Strongest force on any atom = 0.68 eV/A
Total energy = -10824.3174 eV
Energy above the lowest of the compared OMol25 structures with the same formula, charge and spin = 132.2 kJ/mol
HOMO energy = -10.421 eV

```
! wB97M-V def2-TZVPD RIJCOSX def2/J DEFGRID3
* xyz 0 1
N 0.033 -1.480 -0.107
C -1.021 0.737 0.309
O -2.060 0.790 0.890
C 0.389 1.095 0.771
O 1.232 0.494 -0.202
C 0.365 -0.341 -0.915
O -0.870 0.349 -1.009
H -0.756 -1.991 -0.483
H 0.802 -2.073 0.164
H 0.484 2.183 0.715
H 0.614 0.739 1.779
H 0.787 -0.502 -1.913
*
```

Here are the Löwdin charges for atoms 1 to 6, given in e: N 0.12; C -0.45; O 0.15; C -0.07; O -0.04; C -0.43